--- a ---
The following is a DFT calculation (wB97M-V/def2-TZVPD) of a single C2H2O2S molecule.

Computed properties:
structure (SMILES): O=CC(=O)S
frontier orbital gap: 7.9 eV
HOMO: -10.088 eV
2S+1: 1

Each atom is followed by the atoms it is bonded to, with distances in Å.
Cartesian coordinates (Å):
1 C 0.034 -0.356 0.545  C2 1.535, O5 1.325, S7 1.829
2 C 1.450 0.232 0.470  C1 1.535, H4 1.329, O6 1.472
3 H -0.383 0.939 -1.272  S7 1.322
4 H 2.323 0.136 1.467  C2 1.329
5 O -0.342 -1.515 1.063  C1 1.325
6 O 1.555 0.615 -0.947  C2 1.472
7 S -1.285 0.429 -0.451  C1 1.829, H3 1.322


--- b ---
The following is a DFT calculation (wB97M-V/def2-TZVPD) of a single C2H2O2S molecule.

Computed properties:
structure (SMILES): O=S1(=O)C=C1
frontier orbital gap (spin up / spin down): 9.1 / 9.1 eV
HOMO (spin up / spin down): -10.230 / -10.228 eV
2S+1: 1

Each atom is followed by the atoms it is bonded to, with distances in Å.
Cartesian coordinates (Å):
1 C -0.714 0.374 0.008  C2 1.329, S5 1.776, H6 1.070
2 C -0.099 -0.632 -0.607  C1 1.329, S5 1.776, H7 1.072
3 O -1.878 0.252 -2.497  S5 1.435
4 O -3.017 -1.874 -0.762  S5 2.008
5 S -1.748 -0.387 -1.219  C1 1.776, C2 1.776, O3 1.435, O4 2.008
6 H -0.563 1.142 0.737  C1 1.070
7 H 0.856 -1.118 -0.588  C2 1.072


Which of them is most stable, and which least? Most stable: a; least stable: b.